1.
43
Properties=species:S:1:pos:R:3:forces:R:3 method="wB97M-V/def2-TZVPD" total_charge=+2 homo_lumo_gap_ev=11.5 e_lumo_ev=-5.20 homo_energy_ev=-16.668
C 2.012 1.352 0.849 1.37 2.30 0.80
O 0.906 2.085 0.412 -1.15 -0.19 -0.90
C 2.516 0.668 -0.409 -0.77 -1.67 0.96
C 1.485 -0.385 -0.866 1.64 -1.13 -0.06
C 1.397 -1.594 0.048 0.56 1.82 0.11
C 2.369 -2.121 0.771 0.30 -1.06 -0.62
N -0.001 -2.034 0.088 -0.11 -0.34 -0.19
N 2.523 1.627 -1.547 0.36 1.81 -0.69
H 1.897 0.670 1.679 -0.67 -0.63 -0.06
H 2.719 2.106 1.290 0.13 -0.74 -0.67
H 0.386 2.599 1.034 0.41 -0.22 0.53
H 3.501 0.134 -0.194 -0.99 1.31 -0.82
H 1.877 -0.785 -1.829 -0.50 0.24 0.25
H 0.488 0.013 -1.006 0.08 0.54 -0.10
H 3.441 -1.861 0.752 -0.85 0.34 -0.16
H 2.203 -3.082 1.219 -0.20 -0.20 0.64
H -0.446 -1.678 -0.793 -0.40 0.03 0.57
H -0.536 -1.672 0.911 0.43 -0.30 -0.55
H -0.070 -3.042 0.119 -0.13 -0.44 0.25
H 1.733 1.651 -2.210 -0.48 -1.36 -0.23
H 2.390 2.616 -1.319 0.57 0.15 1.18
H 3.377 1.584 -2.079 0.47 -0.15 -0.45
H -0.509 1.317 -4.046 -0.04 0.11 -0.10
H -0.208 2.855 -4.041 -0.03 -0.27 -0.02
O -0.066 2.030 -3.559 0.58 0.23 0.46
H -2.276 -0.248 1.570 -0.06 -0.07 0.44
H -3.679 -0.745 1.091 0.04 -0.08 -0.17
O -2.745 -0.723 0.849 0.08 -0.04 0.33
H -3.100 2.668 3.057 0.98 -0.06 0.72
H -3.988 1.965 2.275 0.25 -1.33 -0.03
O -3.161 1.747 2.760 -1.97 2.39 -0.83
H -2.120 -0.366 -0.377 1.29 0.88 -2.44
H -1.743 0.348 -1.932 -0.08 -0.02 0.22
O -1.394 -0.178 -1.207 -1.51 -0.85 1.84
H -1.943 -0.853 -4.541 0.93 0.04 -0.58
H -2.576 0.203 -3.851 0.07 0.93 -0.09
O -1.745 0.076 -4.335 -1.27 -1.13 0.45
H -2.098 0.769 3.394 0.55 -1.18 0.13
H -1.523 -0.712 3.732 -0.23 0.04 0.39
O -1.427 0.069 3.189 0.34 0.26 -0.62
H -0.443 -3.517 3.407 0.00 -0.13 0.11
H 0.710 -2.587 2.966 -0.32 -0.24 0.18
O -0.134 -2.971 2.679 0.32 0.40 -0.17

2.
48
Properties=species:S:1:pos:R:3:forces:R:3 method="wB97M-V/def2-TZVPD" total_charge=-1 homo_lumo_gap_ev=6.2 e_lumo_ev=2.41 homo_energy_ev=-3.833
C 0.204 0.091 0.910 -1.56 0.80 0.02
N 0.510 -0.640 2.158 0.38 -0.08 -0.06
C 0.376 -2.110 1.987 -0.76 0.35 -1.75
C 1.503 -2.733 1.114 -1.38 -1.14 -0.07
S 0.784 -3.932 -0.189 0.74 -0.07 0.90
C 1.439 0.564 0.125 -0.76 0.68 -1.17
N 1.233 0.246 -1.305 0.43 -0.35 -0.52
C 2.328 0.263 -2.280 0.55 -0.92 0.00
H -0.514 -0.453 0.210 1.29 0.56 1.49
H -0.477 0.927 1.189 0.60 -0.15 -0.23
H 1.468 -0.359 2.440 -0.82 -0.55 -0.07
H 0.108 -2.657 2.920 0.57 0.49 -0.53
H -0.491 -2.207 1.290 0.17 -0.05 1.04
H 2.149 -3.316 1.769 0.48 0.16 -0.31
H 2.008 -1.944 0.566 0.29 -0.16 0.19
H 1.765 1.627 0.272 -0.51 -0.57 0.16
H 2.182 -0.036 0.594 1.26 -0.43 -0.46
H 0.557 0.845 -1.795 -0.21 -0.27 1.10
H 2.623 1.245 -2.545 0.69 1.47 0.03
H 3.262 -0.325 -2.120 -0.89 0.21 0.71
H 1.949 -0.107 -3.224 -0.39 -0.37 -0.14
H -1.101 2.365 1.876 -0.22 -0.74 0.06
H -2.652 2.503 1.682 -0.17 -0.78 -0.11
O -1.836 2.970 1.817 0.41 1.51 0.17
H -0.303 -1.829 -2.921 -1.17 0.40 -0.13
H 0.733 -1.905 -3.875 0.58 -0.02 -0.86
O -0.191 -1.652 -3.884 0.44 -0.15 0.64
H 0.306 3.984 1.559 -0.53 0.22 -0.50
H 1.736 3.663 0.891 -0.64 0.18 0.14
O 1.237 3.842 1.701 1.06 0.02 0.37
H 1.755 2.614 3.035 -0.09 -1.94 0.86
H 0.852 1.394 3.085 -0.58 -0.54 0.04
O 1.688 1.682 3.440 0.71 2.36 -0.60
H -1.977 -3.738 0.251 0.21 -0.03 0.33
H -2.919 -2.915 -0.567 0.06 -0.24 0.72
O -2.872 -3.361 0.306 -0.21 0.36 -0.80
H -1.602 0.365 -3.348 -0.36 0.13 1.19
H -2.165 0.531 -1.842 0.27 -0.60 -0.37
O -1.966 0.983 -2.672 0.24 0.30 -0.63
H -0.712 -2.897 -1.362 0.27 1.33 0.86
H -0.372 -1.429 -0.922 0.63 -0.40 -0.20
O -1.064 -1.947 -1.339 -0.91 -0.85 -1.19
H -0.074 3.603 -0.372 -0.19 -0.81 0.25
H -1.400 3.540 -1.246 0.63 -0.20 0.43
O -0.615 4.056 -1.004 -0.44 0.90 -0.91
H -2.783 -1.120 0.790 0.18 -0.25 -0.07
H -3.796 -0.107 0.280 0.21 -0.05 0.07
O -2.872 -0.185 0.553 -0.53 0.31 -0.08

3.
87
Properties=species:S:1:pos:R:3:forces:R:3 method="wB97M-V/def2-TZVPD" total_charge=+1 homo_lumo_gap_ev="8.5 / 5.3" multiplicity=6 e_lumo_ev="-2.35 / -5.48" homo_energy_ev="-10.893 / -10.810"
Fe -0.584 0.254 -0.366 -0.08 0.04 -0.01
C -1.021 3.624 0.369 -0.01 -0.01 -0.02
C -1.889 2.525 -0.204 0.04 0.12 0.04
C -2.570 1.650 0.653 -0.04 -0.11 0.04
C -2.476 1.782 2.154 -0.01 0.00 -0.01
C -3.463 0.699 0.118 -0.03 0.02 0.00
C -4.186 -0.216 1.072 0.04 -0.01 -0.01
C -3.658 0.622 -1.262 -0.02 0.00 -0.01
C -4.619 -0.394 -1.825 0.01 0.00 0.00
C -2.941 1.469 -2.125 -0.04 -0.03 -0.04
C -3.046 1.260 -3.616 0.00 -0.02 0.02
C -2.103 2.454 -1.597 0.09 0.00 0.03
C -1.470 3.512 -2.467 0.01 0.02 0.01
H -1.638 4.435 0.767 0.00 0.00 0.00
H -0.357 4.046 -0.378 0.00 0.00 0.00
H -0.393 3.270 1.186 -0.02 0.00 0.00
H -3.371 2.279 2.537 0.00 0.00 0.01
H -1.624 2.376 2.475 -0.01 0.01 -0.01
H -2.416 0.806 2.631 0.01 -0.01 0.00
H -3.467 -0.779 1.670 -0.02 -0.01 0.02
H -4.823 -0.931 0.564 0.01 -0.01 -0.01
H -4.809 0.353 1.765 0.00 0.01 0.00
H -5.553 -0.405 -1.266 0.00 0.00 0.00
H -4.190 -1.400 -1.779 0.00 0.00 -0.01
H -4.872 -0.189 -2.859 0.00 0.01 -0.01
H -3.954 1.702 -4.033 0.00 0.00 0.00
H -3.056 0.195 -3.843 -0.01 -0.01 0.00
H -2.197 1.680 -4.147 0.00 0.01 0.00
H -0.379 3.460 -2.437 -0.01 -0.03 0.00
H -1.749 4.504 -2.109 -0.01 0.00 -0.01
H -1.788 3.449 -3.502 -0.01 0.00 0.00
O 1.159 -2.480 1.767 -0.03 -0.05 -0.02
As -0.605 -2.393 1.616 -0.17 -0.10 0.15
O -1.238 -2.920 3.020 0.01 0.09 -0.12
O -0.915 -0.753 1.286 0.26 0.02 0.02
C -1.092 -3.568 0.168 -0.02 -0.06 -0.03
C -1.744 -4.709 0.621 0.01 0.04 0.03
C -2.122 -5.705 -0.270 -0.01 -0.04 -0.03
C -1.847 -5.572 -1.619 -0.02 -0.03 0.01
C -1.203 -4.435 -2.087 0.02 0.03 0.03
C -0.833 -3.438 -1.199 -0.03 -0.02 0.05
S -0.132 -1.977 -1.894 0.18 0.19 -0.02
O 0.857 -1.443 -0.925 -0.16 -0.16 -0.10
O 0.379 -2.303 -3.193 -0.01 0.05 0.07
O -1.244 -0.976 -1.911 0.04 -0.05 -0.05
H 1.313 -2.963 2.592 0.00 -0.01 0.03
H -1.948 -4.809 1.680 0.00 0.02 0.00
H -2.628 -6.586 0.101 0.00 0.00 -0.01
H -2.131 -6.348 -2.316 0.00 -0.01 0.01
H -0.979 -4.315 -3.138 0.00 0.01 0.00
Te 1.310 0.837 2.319 -0.05 0.00 0.07
C 3.232 0.563 1.564 -0.04 0.02 -0.07
C 3.654 -0.698 1.153 0.05 0.00 0.01
C 4.901 -0.818 0.557 0.01 0.01 0.00
C 5.703 0.301 0.371 -0.02 0.01 0.01
C 5.267 1.555 0.779 0.00 -0.01 0.01
C 4.020 1.695 1.372 0.05 -0.01 -0.01
C 1.450 -0.334 4.015 0.01 -0.05 0.00
C 2.692 -0.746 4.501 -0.01 0.02 0.00
C 2.733 -1.535 5.636 -0.03 -0.01 0.01
C 1.551 -1.918 6.264 0.00 0.01 -0.02
C 0.321 -1.511 5.765 -0.01 -0.01 0.03
C 0.261 -0.708 4.638 0.01 0.04 -0.04
H 3.010 -1.560 1.273 0.04 0.06 -0.04
H 5.243 -1.792 0.233 0.00 0.00 -0.01
H 6.676 0.195 -0.092 0.00 0.00 0.00
H 5.898 2.424 0.644 0.01 0.00 0.00
H 3.681 2.673 1.693 -0.01 0.00 -0.01
H 3.608 -0.456 4.003 -0.01 0.00 0.02
H 3.688 -1.858 6.030 0.00 0.00 0.00
H 1.591 -2.546 7.144 0.00 0.00 0.00
H -0.596 -1.833 6.237 0.00 0.00 0.00
H -0.698 -0.422 4.226 0.00 -0.01 0.02
O 0.864 1.518 -1.026 0.20 0.00 -0.12
S 2.237 1.105 -1.621 -0.17 0.00 0.13
C 1.955 0.688 -3.351 0.00 -0.03 0.00
C 1.818 2.001 -4.101 0.03 0.03 -0.04
C 2.930 2.898 -3.561 -0.04 0.00 0.01
C 2.958 2.723 -2.038 0.06 -0.02 -0.02
H 1.112 0.002 -3.420 0.01 0.01 0.04
H 2.856 0.138 -3.641 -0.02 0.01 -0.03
H 0.836 2.435 -3.913 -0.01 0.01 0.02
H 1.906 1.842 -5.175 0.00 0.01 0.00
H 2.778 3.946 -3.820 0.01 0.00 -0.01
H 3.887 2.593 -3.985 0.00 -0.01 0.00
H 2.321 3.434 -1.511 -0.03 0.00 0.00
H 3.959 2.763 -1.608 -0.03 0.01 -0.02